C10H21Cl2NO3PTb as an isolated structure, computed with ωB97M-V with the def2-TZVPD basis set.

Output
Multiplicity: 7
Molar mass, g/mol: 464.09
Largest force on an atom, eV/Å: 7.89
Energy relative to the best compared isomer or geometry (same formula, charge and spin), kcal/mol: 13.1
E_HOMO (alpha / beta), eV: -16.426 / -16.366
LUMO energy (alpha / beta), eV: -8.1464 / -7.8505
Total charge: +2

Each line ends with the Löwdin spin population.
Positions of all 39 atoms, in Å:
C: 0.5421 -3.9670 -1.4688  -0.0001
C: 0.7920 -2.7331 -0.6281  0.0000
H: -0.5316 -4.2186 -1.5084  0.0000
H: 1.0906 -4.8233 -1.0398  0.0000
H: 0.9371 -3.7744 -2.4873  0.0000
O: -0.0206 -1.8874 -0.2608  -0.0013
Cl: 2.4575 -2.5834 -0.1726  -0.0002
Tb: -0.0605 1.5353 0.8630  6.1240
P: -0.0130 1.0466 -2.1909  -0.0190
C: -1.5285 1.5382 -3.1072  -0.0031
C: 1.1329 2.3495 -2.7916  0.0010
H: 1.4553 -0.7787 -2.9465  0.0000
H: 0.6160 -0.0870 -4.3435  -0.0005
H: -0.2593 -1.1565 -3.2465  0.0000
C: 0.5015 -0.3731 -3.2899  -0.0026
H: 2.1625 2.0662 -2.5280  0.0001
H: 1.0778 2.4911 -3.8827  0.0000
H: -1.3365 1.7310 -4.1722  -0.0007
H: -1.9326 2.4444 -2.6464  0.0000
H: 0.8948 3.3014 -2.2917  0.0002
H: -2.2583 0.7261 -3.0279  0.0000
C: -2.2963 0.8849 -0.0506  -0.0259
O: -3.2502 0.3383 -0.4741  -0.0009
Cl: 0.8131 3.8493 1.0755  -0.0315
C: -0.8476 -0.5214 5.9075  -0.0001
N: -0.2373 -0.6161 4.5449  -0.0003
C: 0.7362 -1.6879 4.2789  -0.0001
C: -0.4603 0.2581 3.5884  -0.0026
C: -1.4145 1.4037 3.7272  -0.0061
O: 0.1854 0.1379 2.4606  -0.0269
H: -0.4342 -1.2915 6.5646  0.0000
H: -1.9391 -0.6502 5.8773  0.0000
H: -0.6312 0.4565 6.3588  -0.0001
H: 0.3936 -2.3357 3.4558  0.0000
H: 1.7173 -1.2650 3.9994  0.0000
H: 0.8634 -2.2849 5.1887  0.0000
H: -0.8885 2.3443 3.4535  -0.0021
H: -2.3116 1.2418 3.0965  -0.0006
H: -1.7387 1.4939 4.7732  -0.0007

***

A 6-piece molecular cluster, C10H21F2O21PS5 overall, computed with ωB97M-V with the def2-TZVPD basis set.

Output
Multiplicity: 1
Molar mass, g/mol: 706.56
Largest force on an atom, eV/Å: 1.36
Energy relative to the best compared isomer or geometry (same formula, charge and spin), kcal/mol: 0.0
E_HOMO, eV: -10.698
LUMO energy, eV: 0.2879
Total charge: 0
SMILES string: O=S1(=O)OCCO1.O=S1(=O)OCCO1.O=S1(=O)OCCO1.O=S1(=O)OCCO1.O=S1(=O)OCCO1.OP(F)F

Each line ends with the natural charge from an NBO analysis.
Positions of all 60 atoms, in Å:
O: -0.3878 3.7089 0.9408  -1.0117
P: -1.9120 3.8901 1.4040  1.6730
F: -2.5957 2.7775 0.4602  -0.5988
F: -2.3122 5.1759 0.5581  -0.5811
H: -0.2964 3.9102 -0.0117  0.5253
C: -0.4019 -0.2353 -1.6086  -0.1017
C: -0.7026 -0.3082 -3.0922  -0.1091
O: -0.8502 1.0696 -3.4839  -0.6855
S: 0.1223 1.9856 -2.6260  2.5636
O: 1.3193 2.2360 -3.3330  -0.8759
O: -0.6515 3.0414 -2.0630  -0.9392
O: 0.4486 0.9187 -1.4849  -0.7097
H: -1.3034 -0.0616 -1.0181  0.1942
H: 0.1139 -1.1152 -1.2323  0.2295
H: -1.6153 -0.8539 -3.3127  0.2135
H: 0.1258 -0.7354 -3.6582  0.2196
C: -6.2684 2.0791 0.0142  -0.0964
C: -5.2924 1.5051 1.0193  -0.1135
O: -5.9830 1.6150 2.2746  -0.6893
S: -7.5517 1.4272 2.0516  2.5477
O: -7.9178 0.0845 2.3333  -0.9009
O: -8.2229 2.5150 2.6674  -0.8963
O: -7.5514 1.6208 0.4654  -0.6897
H: -6.2658 3.1706 0.0292  0.1941
H: -6.0869 1.7308 -0.9987  0.2122
H: -4.3576 2.0478 1.0542  0.2338
H: -5.0954 0.4480 0.8265  0.1888
C: 3.5439 0.7185 0.5639  -0.1034
C: 2.2199 0.5545 1.2857  -0.1050
O: 2.0148 -0.8658 1.3215  -0.6953
S: 3.4159 -1.6099 1.4548  2.5590
O: 3.7132 -1.9024 2.8042  -0.8876
O: 3.4924 -2.5918 0.4312  -0.9062
O: 4.3506 -0.3608 1.0608  -0.6918
H: 3.4292 0.6024 -0.5165  0.2019
H: 4.0228 1.6703 0.7768  0.2102
H: 1.3954 1.0284 0.7625  0.2259
H: 2.2694 0.9301 2.3098  0.1914
C: -0.3499 -3.8466 5.6242  -0.0984
C: -0.3985 -2.3469 5.8345  -0.1008
O: 0.4888 -1.8282 4.8357  -0.6875
S: 0.4378 -2.7451 3.5275  2.5528
O: -0.4590 -2.1712 2.5856  -0.9091
O: 1.7682 -3.0806 3.1765  -0.8862
O: -0.2925 -4.0009 4.2005  -0.6882
H: 0.5513 -4.2847 6.0569  0.1952
H: -1.2266 -4.3557 6.0149  0.2127
H: -0.0600 -2.0440 6.8211  0.2145
H: -1.3981 -1.9474 5.6516  0.1942
C: 5.3891 -0.7164 -5.5680  -0.0982
C: 4.7852 -1.8979 -4.8359  -0.1012
O: 3.8529 -1.2998 -3.9259  -0.6866
S: 3.2252 0.0189 -4.5755  2.5526
O: 1.9656 -0.3044 -5.1553  -0.9195
O: 3.3477 1.0774 -3.6460  -0.8789
O: 4.2870 0.1842 -5.7546  -0.6860
H: 6.1482 -0.2138 -4.9664  0.1960
H: 5.8089 -0.9873 -6.5326  0.2139
H: 5.5185 -2.4784 -4.2838  0.2191
H: 4.2356 -2.5527 -5.5150  0.1941

***

C10H21FLiNO5S2 as an isolated structure, computed with ωB97M-V with the def2-TZVPD basis set.

Output
Multiplicity: 1
Molar mass, g/mol: 325.35
Largest force on an atom, eV/Å: 8.33
E_HOMO, eV: -7.808
LUMO energy, eV: -3.0224
Total charge: 0

Each line ends with the natural charge from an NBO analysis.
Positions of all 41 atoms, in Å:
C: 6.5751 -2.3069 -0.6299  -0.6363
C: 5.5620 -1.4366 0.3628  -0.4491
C: 4.8062 -0.3451 -0.6480  0.0156
F: 5.8171 0.3692 -1.4814  -0.3662
S: 3.8096 0.8941 0.4092  2.0181
O: 4.4409 0.8471 1.8253  -0.8948
O: 4.0110 2.2786 -0.3087  -0.9415
N: 2.1200 0.4579 0.3421  -1.0988
S: 1.1182 1.6771 1.1665  2.0325
O: 0.2803 0.9329 2.2371  -0.9081
O: 2.0275 2.6887 1.9678  -0.9061
C: 0.1279 2.7194 -0.0337  -0.6561
C: -1.0279 1.9140 -0.8709  -0.3705
C: -2.0725 1.0417 0.0427  -0.4475
C: -3.5707 0.8556 -0.6124  -0.4239
C: -4.5404 0.2978 0.6183  -0.4308
C: -5.1849 -1.1856 0.3257  -0.0734
O: -4.2263 -2.1459 -0.2942  -0.5817
C: -4.7357 -3.5393 -0.1648  -0.2772
H: 6.0266 -2.4260 -1.6816  0.2046
H: 7.5906 -1.7303 -0.7587  0.2258
H: 6.8002 -3.3733 -0.1709  0.2136
H: 4.8005 -2.1119 0.9437  0.2389
H: 6.2763 -0.8736 1.1309  0.2520
H: 4.0881 -0.9546 -1.3655  0.2061
H: 0.9060 3.1210 -0.8452  0.2887
H: -0.3054 3.6613 0.5113  0.1974
H: -0.6146 1.2239 -1.7396  0.2722
H: -1.6832 2.7480 -1.4185  0.0247
H: -1.5549 -0.0112 0.2618  0.2841
H: -2.2203 1.5826 1.0922  0.2147
H: -4.0463 1.8439 -1.0324  0.1521
H: -3.4882 0.0776 -1.5036  0.2454
H: -5.3432 1.1376 0.8492  0.2143
H: -3.8682 0.1755 1.5967  0.2267
H: -5.4561 -1.6400 1.3947  0.1842
H: -6.1775 -1.0596 -0.3009  0.1752
H: -3.8918 -4.1670 0.3506  0.2094
H: -4.9325 -3.9214 -1.2746  0.1945
H: -5.7659 -3.5713 0.4281  0.1878
Li: -2.4775 4.2542 -0.7214  0.9835

***

C10H21N2O6Tl as an isolated structure, computed with ωB97M-V with the def2-TZVPD basis set.

Output
Multiplicity: 1
Molar mass, g/mol: 469.67
Largest force on an atom, eV/Å: 7.88
E_HOMO, eV: -7.454
LUMO energy, eV: -4.2094
Total charge: 0

Each line ends with the natural charge from an NBO analysis.
Positions of all 40 atoms, in Å:
Tl: 0.3783 -0.8131 -1.9423  0.9222
C: -3.8550 -3.1051 -0.6155  -0.7282
C: -2.5090 -2.5484 -1.1095  0.7651
O: -1.4432 -3.0621 -0.6841  -0.7752
O: -2.4685 -1.5047 -1.8239  -0.8304
H: -4.3083 -3.7056 -1.4034  0.2213
H: -4.4084 -2.2605 -0.2131  0.2114
H: -3.5995 -3.8396 0.1477  0.2180
O: 2.4255 1.1378 -1.1879  -0.3916
C: 2.5316 2.3947 -0.7002  -0.0754
C: 3.9971 3.0353 -0.6228  -0.0943
O: 4.9318 2.8621 -1.5855  -0.3355
H: 2.2212 2.2874 0.3433  0.2209
H: 1.7876 3.0060 -1.2140  0.2147
H: 4.5388 2.7527 0.2838  0.2069
H: 3.8305 4.1154 -0.5496  0.2261
C: 1.2638 -4.3879 1.7139  -0.7004
C: 1.6841 -2.9834 1.2873  0.6925
O: 1.3938 -2.5501 0.1832  -0.6346
N: 2.4245 -2.2958 2.1731  -0.6215
C: 2.7313 -0.8842 1.9855  -0.4309
H: 0.1997 -4.4476 1.9248  0.2594
H: 1.8550 -4.7324 2.5670  0.1980
H: 1.5804 -5.1285 0.9789  0.2353
H: 3.1307 -2.8007 2.6833  0.3953
H: 3.4663 -0.4961 2.6843  0.2064
H: 1.8335 -0.2668 1.9300  0.2061
H: 3.1122 -0.7138 0.9725  0.2087
C: -1.2414 3.9367 -1.3209  -0.7094
C: -1.7574 2.5302 -1.0627  0.6870
O: -0.9945 1.5734 -1.1036  -0.6812
N: -3.0243 2.4606 -0.6457  -0.5857
C: -3.6004 1.2906 0.0183  -0.4410
H: -0.6673 4.2428 -0.4435  0.2277
H: -1.9540 4.7556 -1.4237  0.2185
H: -0.5964 3.9117 -2.1978  0.2337
H: -3.5863 3.2881 -0.5459  0.3929
H: -4.6831 1.3036 -0.1018  0.2047
H: -3.3036 1.2972 1.0669  0.1910
H: -3.3171 0.3446 -0.4464  0.2713

***

A 2-piece molecular cluster, C10H21N3 overall, computed with ωB97M-V with the def2-TZVPD basis set.

Output
Multiplicity: 1
Molar mass, g/mol: 183.30
Largest force on an atom, eV/Å: 4.89
Energy relative to the best compared isomer or geometry (same formula, charge and spin), kcal/mol: 65.8
E_HOMO, eV: -17.721
LUMO energy, eV: -8.1854
Total charge: +2

Each line ends with the natural charge from an NBO analysis.
Positions of all 34 atoms, in Å:
C: -1.9546 -0.5777 -1.0634  -0.0966
C: 2.3287 0.2609 -1.5202  0.6621
C: -2.6952 0.4794 -1.2936  -0.2987
C: 3.2868 -0.5970 -2.0478  -0.7668
C: 0.2638 0.7982 2.7404  -0.6305
C: -2.7617 -2.8918 0.8811  -0.6488
C: 1.9648 3.4396 -0.6484  -0.6195
C: 0.0530 -0.4212 1.9202  -0.2783
C: -1.4327 -2.4043 0.3594  -0.2965
C: 0.9760 2.2357 -0.6905  -0.2899
N: -0.6159 -0.1382 0.6895  0.0187
N: -1.2996 -0.9929 0.0816  -0.0089
N: 1.5297 0.9860 -1.0763  -0.2297
H: -1.6586 -1.3451 -1.8959  0.2259
H: -3.0474 0.3341 -2.3797  0.2805
H: -3.0850 1.0611 -0.4441  0.2559
H: 3.0249 -1.5904 -2.0038  0.3020
H: 4.2350 -0.5257 -1.4386  0.3274
H: 3.4183 -0.2112 -3.1016  0.3236
H: -0.7350 1.1026 3.1381  0.2509
H: 0.9707 0.4628 3.5304  0.2646
H: 0.7613 1.6711 2.2278  0.2308
H: -2.8589 -4.0750 0.9315  0.2830
H: -2.8141 -2.5942 1.9389  0.2301
H: -3.6998 -2.5672 0.3928  0.2556
H: 1.4007 4.3396 -0.3077  0.2679
H: 2.7681 3.3232 0.2499  0.2358
H: 2.4246 3.6083 -1.5920  0.2376
H: 0.9904 -0.8764 1.4037  0.2388
H: -0.2811 -1.3257 2.3162  0.2341
H: -1.3885 -2.8008 -0.6487  0.2436
H: -0.6027 -2.8841 0.8700  0.2509
H: 0.3322 2.4656 -1.6839  0.2625
H: 0.2016 2.2505 0.1646  0.2819

***

C10H21N3PPd as an isolated structure, computed with ωB97M-V with the def2-TZVPD basis set.

Output
Multiplicity: 3
Molar mass, g/mol: 320.69
Largest force on an atom, eV/Å: 2.89
Energy relative to the best compared isomer or geometry (same formula, charge and spin), kcal/mol: 0.0
E_HOMO (alpha / beta), eV: 0.264 / -2.379
LUMO energy (alpha / beta), eV: 2.6060 / 2.5729
Total charge: -1

Each line ends with the Löwdin spin population.
Positions of all 36 atoms, in Å:
C: 0.7874 0.6525 -3.3711  0.3854
C: 0.2485 0.1676 -4.5475  0.0247
C: -0.3240 -1.0920 -4.6935  0.2293
C: -0.5222 -2.0215 -3.6567  0.0396
C: -0.2953 -1.7832 -2.3393  0.2877
Pd: 0.4161 -0.1289 -1.6225  0.5175
P: -0.2518 2.2203 -1.7761  0.1410
H: 1.5640 1.4325 -3.4646  0.0462
H: 0.2805 0.8185 -5.4333  0.0001
H: -0.6311 -1.4196 -5.6877  0.0173
H: -0.5316 -2.5584 -1.5902  0.0394
H: -0.9008 -3.0191 -3.9172  -0.0001
H: -1.5643 2.4768 -1.2249  0.0804
H: -0.4482 2.9897 -2.9390  0.0179
H: 0.6129 3.1009 -1.0819  0.0330
C: 0.2132 2.3576 2.0225  0.0148
N: 0.2682 1.0071 2.5325  0.0030
C: 0.1746 0.8716 3.9621  0.0009
C: 0.3889 -0.0079 1.6129  0.0111
N: 0.8673 0.3459 0.4233  0.0413
N: -0.0174 -1.2581 1.8654  0.0016
C: -0.4846 -1.7715 3.1489  0.0017
C: -0.1195 -2.1906 0.7399  0.0218
H: -0.0777 3.0104 2.8504  0.0026
H: -0.5383 2.4233 1.2173  0.0107
H: 1.2030 2.6692 1.6783  0.0037
H: -0.8246 0.5634 4.2876  0.0004
H: 0.9166 0.1760 4.3508  0.0003
H: 0.3591 1.8732 4.3661  0.0002
H: 1.4677 1.1535 0.5325  0.0096
H: -0.6965 -2.8225 2.9779  0.0006
H: 0.3081 -1.7063 3.8928  0.0003
H: -1.4035 -1.2838 3.4692  0.0001
H: -1.0909 -2.0450 0.2514  0.0099
H: 0.7092 -2.0044 0.0314  0.0029
H: -0.0629 -3.1973 1.1324  0.0031

***

A 2-piece molecular cluster, C10H21NO overall, computed with ωB97M-V with the def2-TZVPD basis set.

Output
Multiplicity: 1
Molar mass, g/mol: 171.28
Largest force on an atom, eV/Å: 0.98
Energy relative to the best compared isomer or geometry (same formula, charge and spin), kcal/mol: 102.3
E_HOMO, eV: -5.565
LUMO energy, eV: -0.8951
Total charge: 0

Each line ends with the natural charge from an NBO analysis.
Positions of all 33 atoms, in Å:
C: 2.9895 1.0304 0.9990  -0.6075
C: 1.6136 0.8650 0.3553  -0.4143
C: 0.9539 -0.4393 0.7309  -0.4125
C: -0.2052 -0.7896 -0.1979  -0.0593
C: -0.3141 -2.2771 -0.4790  -0.6468
N: -1.4711 -0.2087 0.3022  -0.1992
C: -2.3266 -0.7574 1.0736  0.2430
C: -3.4938 0.1462 1.3075  -0.4713
C: -2.7691 1.4955 1.1635  -0.3929
C: -1.9071 1.1632 -0.0511  -0.2298
H: 3.2441 2.0803 1.1512  0.1989
H: 3.7384 0.5845 0.3435  0.2388
H: 3.0444 0.5219 1.9665  0.1893
H: 1.0198 1.7544 0.6279  0.1536
H: 1.7117 0.8303 -0.7226  0.2653
H: 0.6861 -0.4874 1.7952  0.1815
H: 1.6823 -1.2230 0.5141  0.2826
H: -0.0001 -0.2846 -1.1456  0.2651
H: -1.3042 -2.5647 -0.8436  0.1924
H: 0.4189 -2.4799 -1.2626  0.3071
H: -0.0414 -2.8801 0.3898  0.2057
H: -2.1532 -1.7427 1.4877  0.2417
H: -4.1228 0.0230 0.4122  0.2362
H: -4.0947 -0.0446 2.1901  0.2482
H: -2.0807 1.5795 2.0091  0.2170
H: -3.4004 2.3748 1.0824  0.2404
H: -2.4996 1.0950 -0.9696  0.2192
H: -1.0581 1.8205 -0.2091  0.2539
C: 2.4291 -0.2489 -2.7950  -0.2055
O: 2.3258 -1.0362 -1.7003  -1.0090
H: 1.4443 0.0930 -3.2345  0.0651
H: 2.9863 0.7156 -2.6282  0.0859
H: 2.9540 -0.7091 -3.6627  0.1172